1.
Here is C3H4AgO2 as an isolated structure at a distorted geometry from OMol25. Energies are from ωB97M-V/def2-TZVPD.

```
10
Properties=species:S:1:pos:R:3:lowdin_charge:R:1
O 2.09 0.21 0.57 -0.21
C 2.85 1.07 0.08 -0.55
C -2.76 -0.61 -0.92 -0.09
O 3.94 1.51 0.41 -0.02
C -2.86 -0.45 0.41 -0.09
H -2.84 -1.60 -1.38 0.06
H -2.64 0.25 -1.58 0.06
H -3.01 -1.31 1.07 0.06
H -2.81 0.54 0.87 0.06
Ag 0.07 -0.85 -0.01 0.74
```

- LUMO level (spin up / spin down): -0.056 / -0.056 Ha
- Maximum force: 2.3 eV Å⁻¹
- Total charge: 0
- Energy relative to the best compared isomer or geometry (same formula, charge and spin): 0.00 kcal/mol
- 2S+1: 2
- Kohn-Sham gap (spin up / spin down): 4.3177 / 7.6934 eV

***

2.
Here is C3H4AgO4 as an isolated structure at a distorted geometry from OMol25. Energies are from ωB97M-V/def2-TZVPD.

```
12
Properties=species:S:1:pos:R:3:lowdin_charge:R:1
C 1.13 -1.02 0.85 -0.09
C 0.22 -0.50 -0.13 -0.14
O 0.46 0.90 -0.40 -0.02
C -0.57 1.67 -0.64 -0.79
O -1.50 1.23 -1.40 -0.16
O -0.96 2.52 0.22 -0.13
O 1.90 -2.09 0.34 -0.04
Ag -2.88 1.79 0.04 0.82
H 1.80 -0.24 1.27 0.13
H -1.29 -0.34 0.36 0.21
H 1.48 -2.92 0.58 0.09
H 0.20 -1.00 -1.11 0.13
```

- LUMO level (spin up / spin down): -0.038 / -0.048 Ha
- Maximum force: 5.0 eV Å⁻¹
- Total charge: 0
- Energy relative to the best compared isomer or geometry (same formula, charge and spin): 78.29 kcal/mol
- 2S+1: 2
- Kohn-Sham gap (spin up / spin down): 7.8077 / 7.5347 eV

***

3.
Here is C3H4AlO3 as an isolated structure at a distorted geometry from OMol25. Energies are from ωB97M-V/def2-TZVPD.

```
11
Properties=species:S:1:pos:R:3:lowdin_charge:R:1
O 1.84 -0.38 0.21 -0.14
C 1.30 0.82 0.59 -0.24
C -0.08 1.01 0.00 -0.08
O -0.22 0.53 -1.19 -0.01
Al 0.61 -1.18 -0.74 0.71
H 1.89 1.71 0.27 0.17
H 1.16 0.94 1.69 0.16
H -0.65 1.91 0.27 0.17
C -1.11 -1.31 0.06 0.09
O -2.15 -1.61 -0.71 0.02
H -2.59 -2.44 -0.45 0.16
```

- LUMO level (spin up / spin down): -0.228 / -0.239 Ha
- Maximum force: 4.2 eV Å⁻¹
- Total charge: +1
- Energy relative to the best compared isomer or geometry (same formula, charge and spin): 80.59 kcal/mol
- Kohn-Sham gap (spin up / spin down): 6.9522 / 7.2023 eV

***

4.
Here is C3H4BiO4 as an isolated structure at a distorted geometry from OMol25. Energies are from ωB97M-V/def2-TZVPD.

```
12
Properties=species:S:1:pos:R:3:lowdin_charge:R:1
C -0.30 1.66 -0.08 -0.25
C 0.76 0.82 -0.44 -0.10
O -0.72 -1.77 -1.73 0.08
C -0.55 -2.20 -0.56 -0.84
O 0.66 -2.48 -0.10 -0.23
O -1.28 -1.80 0.45 -0.23
O -0.39 2.34 1.01 0.04
H -1.29 1.49 -0.54 0.16
H 1.26 0.07 -1.05 0.08
H 1.71 1.32 -0.22 0.09
Bi 0.40 -1.10 1.36 1.96
H -0.27 1.64 1.91 0.23
```

- LUMO level: -0.263 Ha
- Maximum force: 8.1 eV Å⁻¹
- Total charge: +1
- Energy relative to the best compared isomer or geometry (same formula, charge and spin): 63.53 kcal/mol
- Kohn-Sham gap: 7.3027 eV

***

5.
Here is a 2-piece molecular cluster, C3H4Br2Cl2O overall at a distorted geometry from OMol25. Energies are from ωB97M-V/def2-TZVPD.

```
12
Properties=species:S:1:pos:R:3:lowdin_charge:R:1
C -0.09 0.52 0.59 -0.61
C -1.34 0.23 -0.09 -0.81
C 2.12 -0.62 -0.46 -1.24
O -2.36 0.24 0.77 -0.03
Cl -1.23 -1.52 -0.89 0.50
Cl 2.89 0.61 -1.28 0.58
Br 0.43 2.33 0.65 0.74
Br 3.01 -1.53 0.85 0.69
H -0.03 0.04 1.56 0.07
H -1.63 0.68 -1.02 0.08
H 1.43 -1.14 -0.94 -0.10
H -3.19 0.15 0.28 0.12
```

- LUMO level (spin up / spin down): 0.020 / -0.062 Ha
- Maximum force: 3.6 eV Å⁻¹
- Total charge: 0
- Energy relative to the best compared isomer or geometry (same formula, charge and spin): 0.00 kcal/mol
- 2S+1: 3
- Kohn-Sham gap (spin up / spin down): 8.1603 / 9.1271 eV

***

6.
Here is one molecule with the formula C3H4Br2N2 at a distorted geometry from OMol25. Energies are from ωB97M-V/def2-TZVPD.

```
11
Properties=species:S:1:pos:R:3:lowdin_charge:R:1
Br 2.19 0.48 2.11 0.84
C 1.03 0.28 0.75 -0.72
N 1.49 -0.54 -0.56 0.02
N 0.38 -0.77 -1.14 -0.43
Br 0.21 0.37 -3.01 0.32
C -0.79 -0.45 -0.32 -0.26
C -0.37 0.49 0.81 -0.24
H -0.98 -1.47 0.18 0.15
H -1.64 -0.09 -0.97 0.10
H -0.77 0.24 1.71 0.07
H -0.74 1.47 0.45 0.14
```

- LUMO level (spin up / spin down): -0.064 / -0.040 Ha
- Maximum force: 5.8 eV Å⁻¹
- Total charge: 0
- Energy relative to the best compared isomer or geometry (same formula, charge and spin): 80.32 kcal/mol
- SMILES: BrC1=NN(Br)CC1
- Kohn-Sham gap (spin up / spin down): 6.6826 / 7.7721 eV

***

7.
Here is one molecule with the formula C3H4Br2O at a distorted geometry from OMol25. Energies are from ωB97M-V/def2-TZVPD.

```
10
Properties=species:S:1:pos:R:3:lowdin_charge:R:1
C 0.27 1.31 -0.09 -0.06
C 0.40 -0.18 0.16 -0.84
Br 2.17 -1.01 0.01 0.74
O -0.29 -0.82 1.23 -0.12
C -0.63 -1.23 -0.06 -0.75
Br -2.42 -0.69 -0.44 0.75
H -0.75 1.63 0.18 0.08
H 0.57 1.49 -1.10 0.09
H 1.02 1.71 0.48 0.04
H -0.34 -2.21 -0.38 0.08
```

- LUMO level: 0.027 Ha
- Maximum force: 3.0 eV Å⁻¹
- Total charge: 0
- Energy relative to the best compared isomer or geometry (same formula, charge and spin): 8.78 kcal/mol
- SMILES: C[C@@]1(Br)O[C@H]1Br
- Kohn-Sham gap: 10.9407 eV

***

8.
Here is a 2-piece molecular cluster, C3H4BrCl overall at a distorted geometry from OMol25. Energies are from ωB97M-V/def2-TZVPD.

```
9
Properties=species:S:1:pos:R:3:lowdin_charge:R:1
C -1.42 0.59 0.11 -0.49
C -1.03 -0.62 0.14 -0.68
C 2.11 -0.01 -0.04 0.12
Cl -1.42 -2.21 -0.03 0.72
Br -3.49 0.99 -0.01 0.44
H -0.96 1.47 -0.02 -0.01
H 1.48 0.87 -0.15 0.00
H 1.79 -0.86 -0.52 -0.05
H 2.95 -0.20 0.53 -0.04
```

- LUMO level (spin up / spin down): -0.065 / -0.003 Ha
- Maximum force: 3.8 eV Å⁻¹
- Total charge: 0
- Energy relative to the best compared isomer or geometry (same formula, charge and spin): 116.19 kcal/mol
- Kohn-Sham gap (spin up / spin down): 7.3695 / 9.0349 eV

***

9.
Here is C3H4BrCl as an isolated structure at a distorted geometry from OMol25. Energies are from ωB97M-V/def2-TZVPD.

```
9
Properties=species:S:1:pos:R:3:lowdin_charge:R:1
C 0.34 1.02 -0.72 -0.10
C 0.88 -0.06 -0.19 -0.77
C -0.37 -1.29 0.62 -0.56
Cl -1.72 -1.48 -0.44 0.56
Br 2.66 -0.53 -0.02 0.71
H 0.92 1.80 -1.18 0.06
H -0.73 1.14 -0.72 0.04
H 0.19 -2.20 0.73 0.03
H -0.64 -0.82 1.56 0.04
```

- LUMO level: 0.030 Ha
- Maximum force: 4.6 eV Å⁻¹
- Total charge: 0
- Energy relative to the best compared isomer or geometry (same formula, charge and spin): 32.15 kcal/mol
- Kohn-Sham gap: 10.4869 eV

***

10.
Here is a 2-piece molecular cluster, C3H4BrClO overall at a distorted geometry from OMol25. Energies are from ωB97M-V/def2-TZVPD.

```
10
Properties=species:S:1:pos:R:3:lowdin_charge:R:1
C -0.44 -1.57 0.27 0.03
C -0.51 -0.40 -0.38 -0.31
C 0.55 0.60 -0.47 -1.05
O -0.13 2.19 0.74 -0.25
Cl 2.15 0.14 0.27 0.57
Br 0.71 1.48 -2.12 0.78
H -1.10 -2.43 0.10 0.07
H 0.47 -1.87 0.79 0.04
H -1.46 -0.04 -0.88 0.12
H -0.24 1.90 1.67 0.00
```

- LUMO level (spin up / spin down): -0.040 / -0.040 Ha
- Maximum force: 3.4 eV Å⁻¹
- Total charge: 0
- Energy relative to the best compared isomer or geometry (same formula, charge and spin): 79.44 kcal/mol
- Kohn-Sham gap (spin up / spin down): 8.8497 / 8.8384 eV

***

11.
Here is one molecule with the formula C3H4BrF at a distorted geometry from OMol25. Energies are from ωB97M-V/def2-TZVPD.

```
9
Properties=species:S:1:pos:R:3:lowdin_charge:R:1
F -1.81 0.41 -0.91 0.05
C -0.94 -0.03 -0.02 -0.34
C 0.23 0.75 0.41 -0.19
C 0.67 -0.45 -0.41 -0.61
Br 1.48 -2.09 0.27 0.61
H -1.39 -0.79 0.75 0.17
H 0.61 1.68 -0.13 0.13
H 0.51 0.87 1.50 0.13
H 0.64 -0.36 -1.46 0.05
```

- LUMO level: 0.033 Ha
- Maximum force: 4.9 eV Å⁻¹
- Total charge: 0
- Energy relative to the best compared isomer or geometry (same formula, charge and spin): 35.36 kcal/mol
- SMILES: F[C@@H]1C[C@H]1Br
- Kohn-Sham gap: 10.1197 eV

***

12.
Here is a 2-piece molecular cluster, C3H4BrFO overall at a distorted geometry from OMol25. Energies are from ωB97M-V/def2-TZVPD.

```
10
Properties=species:S:1:pos:R:3:lowdin_charge:R:1
O -2.93 -0.64 1.21 0.18
C -2.48 -0.28 0.18 -0.16
C -1.94 -0.19 -0.99 -0.11
F -1.93 1.09 -1.61 -0.07
H -1.35 -1.03 -1.60 0.17
C 2.04 0.43 0.62 -0.52
Br 2.30 -1.42 0.09 0.49
H 1.98 1.00 -0.27 -0.01
H 3.12 0.56 1.08 0.05
H 1.20 0.49 1.28 0.00
```

- LUMO level: -0.019 Ha
- Maximum force: 4.0 eV Å⁻¹
- Total charge: 0
- Energy relative to the best compared isomer or geometry (same formula, charge and spin): 61.23 kcal/mol
- SMILES: O=C=CF.CBr
- Kohn-Sham gap: 9.0781 eV

***

13.
Here is C3H4BrNO as an isolated structure at a distorted geometry from OMol25. Energies are from ωB97M-V/def2-TZVPD.

```
10
Properties=species:S:1:pos:R:3:lowdin_charge:R:1
C -1.32 -1.90 -0.11 -0.33
C 0.66 -0.14 -0.48 -0.04
C -1.35 -0.73 0.72 -0.82
N -1.36 -2.84 -0.75 0.20
O -0.12 -0.18 0.82 -0.21
Br -2.71 0.52 0.07 0.69
H 0.18 -0.64 -1.35 0.09
H 1.60 -0.61 -0.34 0.07
H 0.97 0.92 -0.82 0.12
H -1.88 -1.11 2.00 0.23
```

- LUMO level: 0.013 Ha
- Maximum force: 4.7 eV Å⁻¹
- Total charge: 0
- Energy relative to the best compared isomer or geometry (same formula, charge and spin): 55.07 kcal/mol
- Kohn-Sham gap: 11.0145 eV

***

14.
Here is one molecule with the formula C3H4BrNO3 at a distorted geometry from OMol25. Energies are from ωB97M-V/def2-TZVPD.

```
12
Properties=species:S:1:pos:R:3:lowdin_charge:R:1
C 0.37 0.08 1.77 -0.01
C -0.19 -0.42 0.50 -0.42
O -0.88 -1.40 0.38 0.12
C -0.05 0.48 -0.84 -0.55
Br 1.73 1.24 -1.06 0.77
N -0.41 -0.43 -1.90 -0.50
O -1.49 -0.24 -2.39 0.11
O 0.31 -1.35 -2.07 0.10
H 0.69 -0.74 2.45 0.13
H -0.33 0.61 2.30 0.07
H 1.08 0.77 1.46 0.00
H -0.83 1.39 -0.60 0.18
```

- LUMO level: -0.011 Ha
- Maximum force: 4.5 eV Å⁻¹
- Total charge: 0
- Energy relative to the best compared isomer or geometry (same formula, charge and spin): 88.56 kcal/mol
- SMILES: CC(=O)[C@@H](Br)[N+](=O)[O-]
- Kohn-Sham gap: 10.0974 eV

***

15.
Here is one molecule with the formula C3H4BrNS at a distorted geometry from OMol25. Energies are from ωB97M-V/def2-TZVPD.

```
10
Properties=species:S:1:pos:R:3:lowdin_charge:R:1
C 0.26 0.05 -0.29 -0.15
C 1.41 0.30 -1.03 -0.35
C -0.04 0.64 1.00 -0.68
N 2.13 1.34 -0.73 -0.53
S 0.13 2.39 1.40 0.60
Br 3.69 1.67 -1.51 0.69
H -0.31 -0.96 -0.59 0.15
H 1.75 -0.44 -1.77 0.10
H -1.09 0.57 1.19 0.04
H 0.61 0.19 1.93 0.13
```

- LUMO level (spin up / spin down): -0.052 / -0.059 Ha
- Maximum force: 3.4 eV Å⁻¹
- Total charge: 0
- Energy relative to the best compared isomer or geometry (same formula, charge and spin): 91.31 kcal/mol
- Kohn-Sham gap (spin up / spin down): 7.5976 / 6.8799 eV

***

16.
Here is one molecule with the formula C3H4BrNS at a distorted geometry from OMol25. Energies are from ωB97M-V/def2-TZVPD.

```
10
Properties=species:S:1:pos:R:3:lowdin_charge:R:1
C 0.03 0.44 0.56 -0.38
S -1.12 1.16 -0.62 0.77
C -0.75 0.01 -1.98 -0.94
Br -2.03 0.33 -3.49 0.62
C 0.68 0.45 -2.58 -0.33
N 1.76 0.64 -2.94 0.13
H -0.27 0.86 1.52 0.05
H 1.01 0.55 0.15 0.02
H -0.22 -0.59 0.50 0.02
H -0.56 -0.98 -1.71 0.03
```

- LUMO level: 0.001 Ha
- Maximum force: 5.3 eV Å⁻¹
- Total charge: 0
- Energy relative to the best compared isomer or geometry (same formula, charge and spin): 21.37 kcal/mol
- SMILES: CS[C@@H](Br)C#N
- Kohn-Sham gap: 9.6439 eV